Record 1
{
  "formula": "C57H129N5O27",
  "method": "wB97M-V/def2-TZVPD",
  "e_lumo_ev": 0.4,
  "charge": 0,
  "mol_weight_g_mol": 1316.67,
  "total_energy_ha": -4554.3053,
  "species": ["O", "O", "O", "O", "O", "O", "O", "O", "O", "O", "O", "O", "O", "O", "O", "O", "O", "O", "O", "O", "O", "O", "O", "O", "O", "O", "O", "N", "N", "N", "N", "N", "C", "C", "C", "C", "C", "C", "C", "C", "C", "C", "C", "C", "C", "C", "C", "C", "C", "C", "C", "C", "C", "C", "C", "C", "C", "C", "C", "C", "C", "C", "C", "C", "C", "C", "C", "C", "C", "C", "C", "C", "C", "C", "C", "C", "C", "C", "C", "C", "C", "C", "C", "C", "C", "C", "C", "C", "C", "H", "H", "H", "H", "H", "H", "H", "H", "H", "H", "H", "H", "H", "H", "H", "H", "H", "H", "H", "H", "H", "H", "H", "H", "H", "H", "H", "H", "H", "H", "H", "H", "H", "H", "H", "H", "H", "H", "H", "H", "H", "H", "H", "H", "H", "H", "H", "H", "H", "H", "H", "H", "H", "H", "H", "H", "H", "H", "H", "H", "H", "H", "H", "H", "H", "H", "H", "H", "H", "H", "H", "H", "H", "H", "H", "H", "H", "H", "H", "H", "H", "H", "H", "H", "H", "H", "H", "H", "H", "H", "H", "H", "H", "H", "H", "H", "H", "H", "H", "H", "H", "H", "H", "H", "H", "H", "H", "H", "H", "H", "H", "H", "H", "H", "H", "H", "H", "H", "H", "H", "H", "H", "H", "H", "H", "H", "H", "H", "H"],
  "coordinates": [[2.02, 3.98, -0.56], [-6.84, 0.38, 3.33], [-3.01, 3.00, 2.96], [3.35, -4.11, 4.00], [-3.86, -3.94, 7.12], [3.91, 0.82, 1.42], [-6.64, -0.58, 1.38], [-7.55, 1.54, 1.48], [-2.21, -2.68, 6.30], [-3.86, 1.09, 3.73], [2.93, -6.31, 4.20], [-1.07, -4.85, 1.61], [-1.17, 4.56, -2.23], [-2.37, -2.61, -2.26], [3.03, -5.11, 5.99], [4.58, -1.06, 2.40], [3.04, 5.88, -0.59], [-2.90, -5.29, 2.87], [-2.92, -3.68, -4.18], [-4.13, -1.81, 6.40], [-1.93, 6.52, -1.50], [-1.05, -2.64, -4.07], [1.65, 5.53, 1.14], [-4.57, 1.79, 1.80], [5.84, -0.17, 0.72], [-0.89, -4.82, 3.82], [0.07, 6.50, -2.34], [-0.75, -1.27, 0.98], [0.61, 1.72, 5.45], [3.15, 1.79, -5.37], [4.58, -4.18, -2.83], [-2.75, 3.10, -6.74], [3.07, -6.47, 2.80], [-1.96, -5.11, 0.51], [2.11, 5.15, 0.09], [0.82, 3.22, -0.16], [-0.63, 2.49, 7.59], [3.65, 0.59, -4.75], [1.42, 0.91, -6.85], [6.20, -2.14, -2.60], [3.08, -5.06, 4.66], [0.67, 1.91, 6.92], [-0.98, 5.70, -2.01], [-3.46, -2.91, 6.62], [-0.41, -0.18, 0.09], [2.38, -4.94, -2.19], [-1.59, -5.02, 2.85], [-7.01, 0.57, 2.00], [-3.12, 3.29, -5.37], [-1.21, -3.62, 6.67], [-5.61, -1.88, 6.33], [-6.53, -0.41, -0.07], [3.56, 3.02, -4.79], [3.15, 0.35, -3.29], [-1.19, 5.04, -6.82], [3.98, 3.92, -5.87], [-0.09, -1.84, -3.38], [-2.19, 2.70, -4.29], [-1.42, 3.59, -7.05], [-3.72, 2.07, 2.88], [-2.28, -1.74, 2.99], [0.35, 3.03, 3.32], [-4.20, -4.14, -3.72], [5.68, -3.52, -2.10], [-4.84, 2.93, 0.93], [1.02, -0.74, 5.42], [-2.16, -2.93, -3.41], [4.71, -4.26, -4.24], [-3.51, -5.19, 4.16], [3.48, 7.13, 0.01], [0.88, 2.97, 4.74], [3.30, -3.78, -2.36], [-2.87, 5.77, -0.70], [4.03, 1.81, 0.39], [-1.65, -0.73, 2.02], [4.84, -0.16, 1.41], [1.57, 0.67, 5.17], [-1.64, 0.20, -0.83], [3.40, -3.90, 6.62], [1.52, -2.58, 0.65], [1.78, 1.73, -5.62], [-2.80, 1.65, -7.31], [-7.18, 1.43, 4.25], [6.08, -4.77, -4.64], [-3.03, 1.18, 4.87], [0.46, -1.95, 1.61], [5.69, -1.98, 2.63], [1.08, 5.97, -3.23], [-4.11, 1.19, -7.84], [4.13, -6.50, 2.57], [-3.49, 1.90, 5.55], [-2.38, 1.04, -6.53], [-2.96, 0.19, 5.28], [-0.74, 3.47, 7.17], [1.11, 2.60, 0.71], [2.14, -3.26, 1.24], [1.66, -0.18, -6.76], [2.70, 7.66, 0.51], [3.54, 1.16, -2.56], [3.97, -5.00, -4.64], [-1.53, -4.69, 6.67], [-1.21, 3.45, -8.10], [-2.29, 5.10, -0.08], [0.49, 2.54, -0.98], [5.10, 1.95, 0.19], [-4.88, 1.29, -7.04], [-4.05, 0.09, -7.99], [1.93, 3.19, 4.78], [-3.37, 6.55, -0.08], [-2.43, -6.05, 0.70], [7.06, -1.77, -2.02], [0.12, 3.96, 0.17], [5.31, -3.43, -1.09], [1.71, -1.48, 5.02], [6.52, -2.13, -3.66], [0.94, -0.99, 6.51], [3.03, -4.07, 7.64], [2.47, 0.80, 5.78], [4.26, 6.98, 0.80], [-3.20, 4.39, -5.27], [6.68, -1.54, 2.54], [4.48, -3.73, 6.65], [3.49, 2.72, 0.71], [-2.94, -5.56, 5.00], [-4.75, -4.19, -4.65], [-1.43, 5.45, -5.78], [1.56, 2.51, 7.26], [2.75, 3.51, -4.14], [-5.73, 3.44, 1.33], [-1.14, 2.90, -4.45], [1.00, -3.09, -0.19], [-0.16, 5.21, -6.90], [-2.15, 1.61, -4.38], [-0.43, -3.44, 5.98], [4.58, -3.26, -4.73], [-2.03, 1.79, -8.11], [5.38, -2.46, 3.56], [-7.69, 2.19, 3.73], [-0.69, 3.07, -6.46], [-2.97, -2.36, 2.46], [0.37, 1.07, -7.16], [4.72, 0.65, -4.76], [2.04, 1.31, -7.68], [4.47, 4.84, -5.54], [-0.62, 2.53, 8.69], [-2.49, -0.28, 1.50], [3.34, -3.20, -1.45], [2.53, -5.71, 2.26], [6.37, -5.62, -4.02], [2.98, -2.99, 6.11], [6.84, -3.99, -4.49], [-3.64, 5.28, -1.29], [-0.05, -0.66, 5.00], [6.20, -5.25, -5.63], [-5.59, 0.08, -0.32], [3.12, 4.16, -6.47], [-2.49, 2.84, -3.28], [-1.69, 5.73, -7.54], [2.18, -1.79, 0.20], [-2.61, -4.21, 0.36], [-6.54, -1.47, -0.48], [-4.17, 2.95, -5.22], [0.85, -2.08, -3.88], [3.49, 1.33, -0.40], [4.74, 3.44, -6.53], [5.38, -1.38, -2.53], [-1.14, 0.04, 2.65], [-5.94, -2.32, 5.41], [-0.15, 0.76, 0.59], [0.86, 5.06, -3.64], [-4.47, -5.75, 4.07], [-2.26, -0.74, -0.81], [1.04, -1.14, 2.14], [2.20, -5.42, -3.15], [1.43, 2.73, -5.81], [2.06, 0.44, -3.12], [3.88, 7.69, -0.84], [3.46, -0.28, -5.42], [0.82, 0.88, 7.31], [5.73, -2.70, 1.78], [0.48, -0.45, -0.55], [-4.65, -3.46, -2.95], [-1.26, -5.19, -0.31], [-5.04, 2.56, -0.08], [2.63, -7.44, 2.56], [0.26, 3.66, 5.34], [-0.11, -2.12, -2.30], [-0.44, -0.76, -3.53], [0.85, 3.90, 2.85], [-4.50, 1.75, -8.74], [1.42, -4.58, -1.94], [1.20, 6.77, -4.01], [-2.69, -1.18, 3.76], [-6.24, 1.78, 4.67], [-7.36, 0.17, -0.48], [-5.82, -0.82, 6.37], [4.34, 2.80, -4.01], [-1.50, 1.81, 7.37], [-3.95, -5.06, -3.27], [-2.33, 0.93, -0.31], [-3.93, 3.55, 0.96], [0.10, -2.71, 2.29], [-1.49, 0.61, -1.87], [0.72, 2.14, 2.72], [2.72, -5.74, -1.53], [3.53, -0.60, -2.96], [-7.75, 0.97, 5.03], [2.02, 5.85, -2.60], [-0.76, 3.11, 3.30], [1.89, 0.67, 4.10], [6.48, -4.20, -2.07], [-5.99, -2.40, 7.19], [2.79, -3.11, -3.09], [-3.81, -4.13, 4.25], [-2.08, 1.62, 4.58], [1.20, 1.40, -4.77], [-1.57, -2.32, 3.60], [-0.93, -3.40, 7.74]]
}

Record 2
{
  "formula": "C26H46BF3N4O6S",
  "method": "wB97M-V/def2-TZVPD",
  "e_lumo_ev": 0.4,
  "charge": 0,
  "mol_weight_g_mol": 610.55,
  "total_energy_ha": -2411.4099,
  "smiles": "[H]/N=C(/C)C[C@@](O[C@@H](CCCCCCCSc1nnco1)C(F)(F)F)(B(O)CC)[C@@H](N)OCCCC.O=C1CCCO1",
  "species": ["S", "F", "F", "F", "O", "O", "O", "O", "O", "O", "N", "N", "N", "N", "C", "C", "C", "C", "C", "C", "C", "C", "C", "C", "C", "C", "C", "C", "C", "C", "C", "C", "C", "C", "C", "C", "C", "C", "C", "C", "B", "H", "H", "H", "H", "H", "H", "H", "H", "H", "H", "H", "H", "H", "H", "H", "H", "H", "H", "H", "H", "H", "H", "H", "H", "H", "H", "H", "H", "H", "H", "H", "H", "H", "H", "H", "H", "H", "H", "H", "H", "H", "H", "H", "H", "H", "H"],
  "coordinates": [[7.06, -1.27, 3.19], [2.10, -3.26, -0.06], [2.11, -1.31, -0.97], [0.83, -2.88, -1.76], [-2.20, -1.43, -3.01], [-3.29, -0.43, 0.94], [-1.07, -1.83, -0.36], [-3.42, 5.15, 0.84], [7.79, -2.80, 1.09], [-4.15, 4.08, 2.67], [7.46, -0.71, 0.57], [-3.68, 0.12, -1.92], [7.85, -1.37, -0.56], [-0.59, 1.11, -3.91], [-3.26, -0.38, -7.11], [-1.81, 6.58, 1.80], [-3.36, 4.82, 2.15], [2.23, -2.78, 2.86], [-0.35, 1.73, 1.48], [-3.11, -2.25, -3.70], [0.16, -1.86, 0.29], [0.01, -2.79, 1.52], [-1.81, 1.62, 0.99], [0.76, -2.33, 2.76], [-3.02, -2.05, -5.19], [3.34, -1.63, 4.90], [5.26, -1.39, 3.26], [-0.86, 1.26, -2.67], [-2.17, 5.49, 2.81], [-3.19, -0.59, -5.59], [-2.28, 5.97, 0.49], [4.85, -1.55, 4.72], [7.44, -1.57, 1.53], [8.04, -2.59, -0.22], [-1.53, -0.55, -0.87], [-0.44, 0.22, -1.63], [-1.54, 2.53, -2.28], [1.30, -2.34, -0.64], [2.69, -2.89, 4.32], [-2.68, -0.94, -1.78], [-2.22, 0.23, 0.37], [2.82, -1.99, 2.39], [-1.52, 5.33, 0.04], [-2.59, 6.71, -0.23], [-2.39, 7.48, 2.02], [-2.32, 0.02, -7.44], [-0.76, 6.85, 1.80], [-0.31, 2.52, 2.23], [0.01, 0.84, 1.98], [2.84, -0.72, 4.56], [-1.05, -2.74, 1.75], [0.72, -1.25, 2.91], [-3.95, 0.22, 1.21], [-0.12, 0.22, -4.07], [4.91, -2.25, 2.71], [3.43, -3.69, 4.41], [3.17, -1.65, 5.98], [-2.43, 1.77, 1.87], [0.50, -0.90, 0.69], [-3.49, -1.30, -7.64], [-2.00, 2.48, 0.36], [-2.44, 2.36, -1.72], [0.28, 0.70, -0.97], [-3.83, -2.61, -5.66], [0.34, 2.06, 0.71], [0.21, -3.82, 1.26], [-2.10, -2.48, -5.58], [-4.14, -2.05, -3.39], [-2.33, -0.05, -5.22], [5.25, -0.73, 5.31], [-2.93, -3.30, -3.45], [-4.06, -0.18, -5.07], [0.24, -2.77, 3.62], [1.86, -3.19, 4.95], [-3.95, 0.23, -2.88], [-3.16, -1.78, -1.27], [5.28, -2.46, 5.13], [2.39, -3.72, 2.35], [-2.44, 5.88, 3.78], [-0.87, 3.08, -1.62], [-1.37, 4.75, 2.91], [-3.99, 0.39, -7.33], [4.80, -0.48, 2.89], [0.12, -0.52, -2.19], [-4.51, -0.13, -1.40], [-1.73, 3.13, -3.16], [8.36, -3.39, -0.85]]
}

Record 3
{
  "formula": "C2H12N2O3",
  "method": "wB97M-V/def2-TZVPD",
  "e_lumo_ev": 0.6,
  "charge": 0,
  "mol_weight_g_mol": 112.13,
  "total_energy_ha": -418.6035,
  "smiles": "[H]/N=C/NC.O.O.O",
  "species": ["O", "O", "O", "N", "N", "C", "C", "H", "H", "H", "H", "H", "H", "H", "H", "H", "H", "H", "H"],
  "coordinates": [[-3.47, 1.32, 1.74], [-1.30, 2.79, -3.98], [-4.45, 1.37, -2.87], [2.53, -1.67, 2.25], [4.21, -1.59, 0.66], [3.83, -1.72, 1.87], [1.49, -1.77, 1.24], [2.31, -1.98, 3.17], [0.51, -1.94, 1.69], [1.63, -2.64, 0.58], [-3.67, 1.21, -2.32], [5.22, -1.60, 0.65], [4.52, -1.90, 2.68], [-4.40, 1.55, 1.85], [-2.99, 2.15, 1.82], [-0.57, 2.60, -4.58], [1.62, -0.96, 0.52], [-2.11, 2.69, -4.49], [-4.92, 2.10, -2.47]]
}

Record 4
{
  "formula": "C4H6N2",
  "method": "wB97M-V/def2-TZVPD",
  "e_lumo_ev": 1.0,
  "charge": 0,
  "mol_weight_g_mol": 82.11,
  "total_energy_ha": -265.4422,
  "smiles": "C1=NCN2C[C@@H]12",
  "species": ["N", "N", "C", "C", "C", "C", "H", "H", "H", "H", "H", "H"],
  "coordinates": [[0.36, 0.53, 0.83], [-1.67, 0.15, -0.41], [-0.99, -0.12, 0.85], [1.25, -0.50, 0.30], [0.61, 0.50, -0.62], [-0.75, 0.43, -1.24], [-1.57, 0.16, 1.72], [-0.97, 0.68, -2.28], [2.33, -0.38, 0.39], [0.94, -1.50, 0.61], [1.30, 1.25, -1.01], [-0.85, -1.21, 0.85]]
}

Record 5
{
  "formula": "C6H12O",
  "method": "wB97M-V/def2-TZVPD",
  "e_lumo_ev": 0.9,
  "charge": 0,
  "mol_weight_g_mol": 100.16,
  "total_energy_ha": -310.9574,
  "smiles": "CC[C@]1(C)C[C@H]1O",
  "species": ["O", "C", "C", "C", "C", "C", "C", "H", "H", "H", "H", "H", "H", "H", "H", "H", "H", "H", "H"],
  "coordinates": [[-0.39, -1.63, 1.36], [0.98, 0.62, -1.56], [0.07, -1.26, 0.09], [1.52, -1.22, 0.09], [-1.69, 0.84, 0.52], [0.80, 0.10, -0.12], [-0.14, 0.96, 0.78], [0.09, 1.99, 0.55], [0.09, 0.39, -2.14], [1.15, 1.71, -1.63], [-2.21, -0.06, 0.90], [0.03, 0.77, 1.84], [-1.34, -1.47, 1.46], [2.04, -1.52, 0.99], [1.93, -1.64, -0.83], [1.83, 0.17, -2.09], [-1.98, 0.91, -0.54], [-0.57, -1.49, -0.74], [-2.19, 1.67, 1.04]]
}

Record 6
{
  "formula": "C2H3N5O",
  "method": "wB97M-V/def2-TZVPD",
  "e_lumo_ev": -0.1,
  "charge": 0,
  "mol_weight_g_mol": 113.08,
  "total_energy_ha": -426.7870,
  "species": ["O", "N", "N", "N", "N", "N", "C", "C", "H", "H", "H"],
  "coordinates": [[2.54, -0.54, 0.02], [-0.99, -1.49, 0.04], [-1.77, 0.80, 0.02], [1.67, 0.44, -0.14], [0.26, -1.18, -0.07], [-1.92, -0.60, -0.30], [-0.52, 1.17, -0.08], [0.45, 0.17, -0.11], [-0.12, 2.14, 0.28], [-2.99, -0.92, 0.48], [3.39, 0.02, -0.15]]
}

Record 7
{
  "formula": "C4H10N2OS",
  "method": "wB97M-V/def2-TZVPD",
  "e_lumo_ev": 0.6,
  "charge": 0,
  "mol_weight_g_mol": 134.20,
  "total_energy_ha": -741.3368,
  "smiles": "[H]/N=C(\\N)[C@@H](S)CCO",
  "species": ["S", "O", "N", "N", "C", "C", "C", "C", "H", "H", "H", "H", "H", "H", "H", "H", "H", "H"],
  "coordinates": [[-0.37, 0.22, -1.88], [2.66, -0.18, -0.93], [-2.41, 0.97, 0.08], [-0.64, 0.93, 1.67], [-0.56, -0.56, -0.25], [0.74, -1.09, 0.36], [1.89, -0.10, 0.27], [-1.22, 0.51, 0.60], [0.98, -2.02, -0.19], [2.21, 0.34, -1.59], [-1.31, -1.31, -0.31], [-0.01, -0.99, -2.49], [0.61, -1.42, 1.42], [-1.08, 1.77, 2.06], [-2.63, 0.83, -0.91], [-2.99, 1.58, 0.60], [2.58, -0.38, 1.06], [1.55, 0.90, 0.44]]
}

Record 8
{
  "formula": "C8H10ClNOS",
  "method": "wB97M-V/def2-TZVPD",
  "e_lumo_ev": [-0.2, -2.9],
  "charge": 0,
  "mol_weight_g_mol": 203.69,
  "total_energy_ha": -1298.9788,
  "spin_multiplicity": 3,
  "species": ["Cl", "S", "O", "N", "C", "C", "C", "C", "C", "C", "C", "C", "H", "H", "H", "H", "H", "H", "H", "H", "H", "H"],
  "coordinates": [[-4.11, 0.86, -1.02], [1.14, 1.89, -0.29], [2.34, 1.89, 0.46], [-2.48, 0.84, 0.94], [-0.23, -0.43, 0.77], [-1.30, 0.32, 1.61], [2.06, -1.51, 0.33], [-2.85, 0.22, -0.08], [-0.87, -1.03, -0.43], [-2.13, -0.75, -0.83], [1.06, -0.61, 1.08], [1.43, 1.95, -1.91], [-2.55, -1.31, -1.61], [-1.57, -0.30, 2.49], [1.37, -0.24, 2.13], [-0.83, 1.22, 1.96], [2.52, -0.77, -0.35], [1.47, -2.20, -0.33], [2.66, -2.01, 0.99], [0.58, 1.68, -2.60], [-0.20, -1.58, -1.10], [2.50, 1.88, -2.22]]
}

Record 9
{
  "formula": "C5H10O",
  "method": "wB97M-V/def2-TZVPD",
  "e_lumo_ev": 0.8,
  "charge": 0,
  "mol_weight_g_mol": 86.13,
  "total_energy_ha": -271.6862,
  "smiles": "C=CCC.C=O",
  "species": ["O", "C", "C", "C", "C", "C", "H", "H", "H", "H", "H", "H", "H", "H", "H", "H"],
  "coordinates": [[2.79, 0.31, 0.39], [-1.60, -0.11, 0.14], [0.03, 1.37, 1.33], [-0.96, -0.97, -0.95], [2.47, -0.59, -0.34], [-0.83, 1.16, 0.34], [0.13, -1.03, -0.79], [2.44, -0.48, -1.44], [0.66, 2.25, 1.38], [-0.92, 1.91, -0.45], [-2.65, 0.10, -0.13], [-1.12, -0.56, -1.95], [0.16, 0.63, 2.13], [-1.34, -2.00, -0.95], [-1.63, -0.68, 1.08], [2.20, -1.60, 0.04]]
}

Record 10
{
  "formula": "C4H6N2OS",
  "method": "wB97M-V/def2-TZVPD",
  "e_lumo_ev": 0.6,
  "charge": 0,
  "mol_weight_g_mol": 130.17,
  "total_energy_ha": -738.8514,
  "smiles": "[H]/N=C1/[C@H]2O[C@H]2CN1S",
  "species": ["S", "O", "N", "N", "C", "C", "C", "C", "H", "H", "H", "H", "H", "H"],
  "coordinates": [[-2.30, 1.07, -0.05], [2.00, -0.35, -0.70], [-1.34, -1.82, -0.51], [-0.69, 0.52, -0.24], [1.53, 0.01, 0.48], [0.53, 1.16, 0.42], [-0.43, -0.83, -0.48], [0.98, -1.19, -0.13], [-2.33, -1.41, -0.37], [2.17, -0.15, 1.51], [1.35, -2.15, 0.09], [0.76, 2.00, -0.26], [0.22, 1.38, 1.42], [-2.45, 1.77, -1.19]]
}

Record 11
{
  "formula": "C6H12N",
  "method": "wB97M-V/def2-TZVPD",
  "e_lumo_ev": -4.4,
  "charge": 1,
  "mol_weight_g_mol": 98.17,
  "total_energy_ha": -290.1922,
  "species": ["N", "C", "C", "C", "C", "C", "C", "H", "H", "H", "H", "H", "H", "H", "H", "H", "H", "H", "H"],
  "coordinates": [[0.99, 0.35, 0.17], [1.81, -0.05, -0.89], [-3.07, 0.46, 0.44], [1.01, 1.80, 0.47], [0.12, -0.46, 0.68], [-3.04, -0.06, -0.66], [-0.06, -1.80, 0.21], [1.36, -0.32, -1.87], [0.45, 2.18, 1.33], [2.53, 0.80, -0.98], [-0.76, -0.26, 1.29], [-2.98, 1.04, 1.37], [0.32, -1.98, -0.84], [2.34, -0.94, -0.69], [-3.28, -0.54, -1.56], [0.73, 2.30, -0.41], [-1.04, -2.16, 0.20], [2.07, 2.12, 0.81], [0.50, -2.48, 0.94]]
}

Record 12
{
  "formula": "C4H6F2",
  "method": "wB97M-V/def2-TZVPD",
  "e_lumo_ev": 1.1,
  "charge": 0,
  "mol_weight_g_mol": 92.09,
  "total_energy_ha": -355.6973,
  "smiles": "FC1(F)CCC1",
  "species": ["F", "F", "C", "C", "C", "C", "H", "H", "H", "H", "H", "H"],
  "coordinates": [[-0.40, -0.05, -2.11], [-1.50, 1.21, -0.79], [-0.49, 0.39, -0.84], [-0.75, -0.67, 0.22], [0.86, 0.69, -0.20], [0.63, -0.40, 0.89], [1.33, -1.24, 1.21], [-1.68, -0.56, 0.84], [0.94, 1.74, 0.10], [1.60, 0.42, -0.85], [-0.84, -1.57, -0.29], [0.30, 0.05, 1.80]]
}